This record from the OMol25 dataset describes a structure of composition AsCeS8Sb. The level of theory is ωB97M-V with the def2-TZVPD basis set.

orbital gap (alpha / beta): 4.9 / 4.9 eV
total charge: -2
LUMO energy (alpha / beta): 0.11093 / 0.11059 Ha
molecular weight: 593.3 Da

Cartesian coordinates (Å):
Ce1 -0.36589 0.09785 -0.37324
S1 1.84942 -0.44809 -4.51442
As1 1.95939 -1.15891 -2.52088
S2 0.21350 -2.31030 -1.59762
S3 2.16648 0.61314 -1.17370
S4 3.68011 -2.38307 -2.67707
S5 -1.71365 0.77164 4.97575
Sb1 -1.99130 1.13736 2.70347
S6 0.04127 1.79317 1.57567
S7 -2.22656 -0.80058 1.33838
S8 -3.61278 2.68779 2.26367

Forces on atoms 1 to 2 (eV/Å):
1.107 -0.747 0.464
-1.221 0.467 0.169

This record from the OMol25 dataset describes a structure of composition AsF6H18O9. The level of theory is ωB97M-V with the def2-TZVPD basis set.

multiplicity: 2
⟨S²⟩: 0.752
orbital gap (alpha / beta): 2.8 / 9.8 eV
total charge: -2
LUMO energy (alpha / beta): 0.18791 / 0.18414 Ha
molecular weight: 351.0 Da

Cartesian coordinates (Å):
As1 -0.02939 -0.67670 -0.02042
F1 1.29168 -0.88917 -1.16321
F2 -0.23138 -2.48343 0.00951
F3 -1.30574 -0.28143 1.22405
F4 0.18416 1.11535 -0.15386
F5 -1.26023 -0.75431 -1.37203
F6 1.19679 -0.69156 1.37921
O1 1.76203 2.35026 2.45545
H1 1.54419 1.43463 2.62978
H2 1.38513 2.83110 3.19232
O2 -2.66573 2.92361 -0.86064
H3 -2.06952 2.31604 -1.29840
H4 -2.60289 3.73102 -1.37091
O3 -0.14147 -4.91831 2.17007
H5 -0.26665 -3.97359 2.25988
H6 0.78669 -5.05644 2.35895
O4 1.68101 2.88852 -2.54726
H7 1.34342 3.56109 -3.13880
H8 0.96313 2.26107 -2.46263
O5 3.26650 -0.35836 -2.99357
H9 2.94206 -0.50666 -2.10533
H10 2.48396 -0.14724 -3.50277
O6 2.92099 -2.59836 3.19228
H11 2.84296 -3.38284 3.73518
H12 2.33969 -1.96082 3.60684
O7 -1.93641 0.18004 3.52603
H13 -2.74898 0.61933 3.27506
H14 -1.44874 0.09137 2.70716
O8 -0.54850 0.80366 -3.53976
H15 -1.24958 0.15307 -3.50160
H16 0.09429 0.42877 -4.14186
O9 -3.81549 0.14283 -1.03180
H17 -3.69225 1.08752 -1.12453
H18 -3.01573 -0.24006 -1.39239

Forces on atoms 1 to 2 (eV/Å):
0.576 0.155 0.948
1.134 -0.170 -1.097

This record from the OMol25 dataset describes a structure of composition AsF6H24O12. The level of theory is ωB97M-V with the def2-TZVPD basis set.

orbital gap: 11.3 eV
total charge: -1
LUMO energy: 0.06856 Ha
molecular weight: 405.1 Da

Cartesian coordinates (Å):
As1 0.21006 0.24019 -0.98009
F1 -1.23920 1.05556 -1.68594
F2 -0.85125 -1.12147 -0.42750
F3 1.60456 -0.69523 -0.31561
F4 1.24677 1.61872 -1.43962
F5 -0.00017 1.03887 0.60031
F6 0.55370 -0.41927 -2.59640
O1 1.83218 3.00010 6.52435
H1 1.04347 2.62612 6.13154
H2 1.89805 2.57650 7.38020
O2 -0.59956 -0.22584 -7.67395
H3 -1.54801 -0.11471 -7.60816
H4 -0.30301 -0.29901 -6.76678
O3 5.97022 1.59821 -2.90118
H5 6.06757 0.81769 -2.35570
H6 5.24476 2.07982 -2.50368
O4 0.26014 6.86351 -0.28088
H7 0.48840 5.95989 -0.49906
H8 0.67668 7.01824 0.56693
O5 4.78076 2.02154 2.93217
H9 4.16849 2.12711 3.66033
H10 4.47536 1.23894 2.47338
O6 -6.84389 0.75228 -3.69120
H11 -6.01897 1.04317 -3.30244
H12 -7.24534 0.20215 -3.01858
O7 2.81072 7.04124 3.65787
H13 3.74252 7.16970 3.83531
H14 2.63192 6.14722 3.94939
O8 3.60971 -5.14859 2.81479
H15 3.46141 -4.45603 2.17090
H16 3.72683 -4.68453 3.64374
O9 -4.50262 -4.01727 -3.19332
H17 -5.30786 -3.51530 -3.06746
H18 -3.82714 -3.50181 -2.75256
O10 -1.85277 -4.93951 5.54401
H19 -1.56260 -4.78346 6.44272
H20 -1.12648 -4.63352 5.00076
O11 -5.10108 -1.88742 3.03824
H21 -4.40854 -2.51601 3.24195
H22 -5.07374 -1.80067 2.08536
O12 -0.78389 -5.43643 -6.33265
H23 -1.17727 -5.34065 -5.46529
H24 -1.13089 -4.70003 -6.83619

Forces on atoms 1 to 2 (eV/Å):
0.059 0.086 0.069
1.308 -0.721 0.884

no.,F_max (eV Å⁻¹)
1,1.925
2,2.141
3,1.803